Record 1
67
Properties=species:S:1:pos:R:3 method="wB97M-V/def2-TZVPD" total_charge=+1 fmax_ev_per_a=0.7 gap_ev=8.856
Cl 2.616 -4.147 -0.663
O 0.952 -5.836 5.651
O 2.900 -4.986 4.888
O -1.900 3.377 0.067
O -0.518 1.772 0.468
O 1.072 5.306 -2.678
O 1.041 -6.093 -1.352
O 0.701 7.098 -3.820
O 1.333 -5.883 3.527
O 2.242 7.166 -2.165
O -4.440 -2.308 -2.584
O -1.268 3.002 2.208
O -6.041 -2.237 -0.856
N -1.623 -3.624 -1.434
N -0.199 -2.084 -1.114
C 1.376 -5.548 6.990
C 1.835 -5.516 4.712
C 0.978 8.476 -4.139
C 0.602 -4.031 -2.507
C 2.196 -5.647 2.406
C 3.267 -6.709 2.281
C -1.243 2.758 1.033
C -2.257 -2.688 -0.639
C -0.381 -3.244 -1.716
C 0.302 1.053 1.387
C 1.337 -4.962 -1.546
C 1.805 4.618 -1.666
C 1.420 6.590 -2.827
C -1.339 -1.717 -0.436
C -2.697 4.511 0.478
C 2.231 8.617 -4.974
C -1.845 5.743 0.676
C -3.652 -2.838 -0.163
B -4.767 -2.472 -1.261
H 1.767 5.156 -0.721
H 1.536 -5.671 1.541
H 1.040 9.055 -3.219
H 3.950 -6.670 3.128
H 2.165 7.995 -5.867
H 1.300 -3.367 -3.009
H -3.801 -2.193 0.702
H 2.815 -7.700 2.252
H -3.255 4.253 1.377
H 2.359 9.655 -5.280
H 0.512 -5.732 7.621
H 0.103 8.809 -4.694
H 2.191 -6.210 7.276
H 2.842 4.480 -1.972
H 1.692 -4.512 7.080
H -2.044 -4.479 -1.765
H 0.085 -4.638 -3.246
H 0.712 0.216 0.824
H -3.405 4.655 -0.335
H 0.672 -1.575 -1.150
H 1.332 3.646 -1.549
H -2.479 6.602 0.888
H -1.423 -0.813 0.140
H -1.154 5.613 1.509
H 1.122 1.662 1.761
H -0.281 0.678 2.226
H 3.843 -6.560 1.368
H -6.232 -2.603 0.013
H -1.263 5.951 -0.223
H -4.681 -3.027 -3.173
H 3.112 8.314 -4.410
H -3.797 -3.862 0.195
H 2.630 -4.649 2.480

Record 2
9
Properties=species:S:1:pos:R:3 method="wB97M-V/def2-TZVPD" total_charge=+1 fmax_ev_per_a=4.3 gap_ev=7.887 relative_energy_kj_mol=0.0
Ba -0.384 -1.572 -1.222
O -0.422 1.299 0.599
O 1.628 0.630 -0.063
O 0.251 -0.701 0.996
C 0.643 0.471 0.672
C -0.426 2.649 0.145
H 0.015 2.786 -0.848
H 0.246 3.196 0.814
H -1.473 2.964 0.090

Record 3
17
Properties=species:S:1:pos:R:3 method="wB97M-V/def2-TZVPD" total_charge=+1 fmax_ev_per_a=1.2 gap_ev=12.269 relative_energy_kj_mol=59.5
O 0.499 -1.017 -1.511
O 1.891 1.068 2.201
O 0.114 -0.110 -4.061
O -2.072 -0.424 2.860
N -0.437 0.635 0.493
H 1.546 0.944 3.090
H 0.662 0.431 -4.639
H -0.119 -0.857 -4.637
H -1.106 0.039 0.996
H -2.849 -0.359 2.291
H -0.722 1.615 0.396
H 1.168 -1.693 -1.675
H -2.207 -1.294 3.255
H 0.358 -0.692 -2.426
H 2.430 0.299 1.976
H 0.472 0.646 0.960
H -0.377 0.267 -0.464

Record 4
13
Properties=species:S:1:pos:R:3 method="wB97M-V/def2-TZVPD" fmax_ev_per_a=3.7 gap_ev=9.613 relative_energy_kj_mol=487.8
O -0.587 -0.437 -2.438
N -0.618 -1.250 -1.279
C 0.662 0.675 -0.288
C -0.165 -0.530 -0.332
C -0.357 -0.473 1.175
C 0.403 0.885 1.210
H 0.008 -1.272 1.813
H -0.249 1.723 1.503
H -0.954 -1.022 -3.108
H 0.660 1.503 -1.021
H 1.318 -0.424 -0.330
H 1.312 0.965 1.812
H -1.434 -0.344 1.283

Record 5
28
Properties=species:S:1:pos:R:3 method="wB97M-V/def2-TZVPD" s2=2.0055 fmax_ev_per_a=0.6 gap_ev="8.062 / 6.773" spin_multiplicity=3 relative_energy_kj_mol=32.3
Pt 1.107 -1.029 -0.877
O 2.743 -1.774 -1.848
O 3.641 -3.406 -3.092
O 0.459 -0.891 1.144
N -1.323 2.472 -0.757
N 0.380 -3.099 -1.838
N -0.224 0.628 -1.080
N 1.443 -3.485 -2.660
C -0.709 1.432 -0.139
C -1.055 2.123 3.521
C -1.136 2.244 2.156
C 2.705 -2.869 -2.538
C -1.221 2.319 -2.120
C -0.622 1.263 1.292
C -0.534 1.169 -2.309
C -0.438 0.992 4.067
C -0.011 0.100 1.837
C 0.068 0.015 3.251
H -1.455 2.895 4.164
H -1.774 3.236 -0.290
H -0.359 0.889 5.142
H -0.235 0.688 -3.224
H 1.482 -4.445 -2.958
H -0.472 -3.028 -2.376
H 0.238 -3.727 -1.055
H -1.615 3.127 1.748
H -1.631 3.028 -2.816
H 0.547 -0.868 3.654

Record 6
85
Properties=species:S:1:pos:R:3 method="wB97M-V/def2-TZVPD" total_charge=+1 fmax_ev_per_a=7.7 gap_ev=6.633
Cl 3.768 -1.750 1.439
Cl -3.372 -4.082 -0.280
S 4.494 1.130 5.418
P 1.991 -1.887 0.336
P -0.842 1.363 -4.402
F 1.747 3.667 -0.900
F -2.230 3.881 3.276
O 0.834 1.609 -4.544
O 1.985 -2.917 3.860
O -1.515 0.698 -5.610
O -1.527 2.950 -4.276
O -0.777 5.418 2.370
O 1.859 -3.545 -0.203
O -0.890 3.082 0.504
O 3.005 3.514 0.991
N 0.104 3.171 2.580
N 0.455 1.073 0.978
N 0.206 -2.700 2.190
C -0.388 0.479 -0.161
C 3.478 0.286 4.060
C 0.785 0.267 3.551
C -1.310 -0.197 2.565
C -1.237 0.514 -2.738
C 1.261 -3.372 2.905
C -3.658 4.237 -4.326
C -2.005 -3.107 -1.107
C 2.205 2.913 0.215
C 0.248 0.006 2.053
C -2.553 -2.879 -2.633
C 1.617 -4.944 2.611
C -0.122 1.000 -1.684
C -0.942 4.230 2.733
C 1.518 0.475 -5.148
C -1.003 -3.521 2.221
C -0.099 2.453 1.279
C -2.935 2.874 -3.886
C 1.861 1.385 0.534
C -2.461 0.603 2.393
C -0.493 -1.156 0.046
C 2.094 1.091 3.865
C -1.949 -1.700 -0.262
C 2.541 -0.289 -4.155
C 0.383 -1.523 1.400
H 2.174 0.914 -6.000
H -3.997 4.114 -5.413
H -0.045 0.872 4.107
H -1.413 -1.057 3.338
H 0.837 -0.309 -5.625
H 0.990 3.704 2.581
H -3.257 -3.771 -2.860
H 0.063 -1.474 -0.932
H 0.909 -3.829 -0.108
H -1.005 -4.321 3.066
H 5.322 2.007 4.718
H -0.080 2.149 -1.758
H -1.024 -0.613 -2.932
H 3.393 -0.795 -4.761
H 1.969 -1.129 -3.629
H -3.234 -1.945 -2.710
H -2.591 -0.979 -0.910
H 2.683 1.032 1.276
H -2.948 2.710 -2.736
H -1.526 0.716 -0.128
H -1.007 -3.665 -1.111
H 2.726 -4.923 2.279
H 3.060 0.450 -3.449
H 1.945 1.619 4.894
H -2.320 0.642 -2.402
H -1.988 -2.939 2.418
H -2.876 1.190 3.302
H -2.865 5.075 -4.221
H 1.561 -5.542 3.589
H 0.890 0.613 -2.106
H 3.372 -0.797 4.402
H -1.065 -4.149 1.245
H -4.541 4.421 -3.625
H -1.671 -2.822 -3.371
H 2.337 1.985 3.163
H -3.018 0.797 1.399
H -2.594 -1.825 0.696
H 0.819 -0.715 4.171
H -3.411 1.937 -4.365
H 4.095 0.436 3.107
H 1.000 -5.385 1.756
H 2.203 0.799 -0.414

Record 7
14
Properties=species:S:1:pos:R:3 method="wB97M-V/def2-TZVPD" fmax_ev_per_a=2.4 gap_ev=10.098 relative_energy_kj_mol=161.1
N -1.694 2.378 1.040
N 1.738 -0.085 -1.719
N 0.720 -1.409 0.129
C 1.430 -1.413 -1.166
C -2.152 1.441 1.747
H 1.867 0.588 -0.966
H 0.675 -1.755 -1.898
H 0.370 -2.354 0.232
H -2.665 0.626 1.246
H 2.299 -2.058 -1.080
H 0.925 0.202 -2.243
H -2.133 1.378 2.836
H -0.001 -0.712 0.240
H -1.381 3.172 1.601

Record 8
83
Properties=species:S:1:pos:R:3 method="wB97M-V/def2-TZVPD" total_charge=+1 fmax_ev_per_a=0.5 gap_ev=6.396 relative_energy_kj_mol=0.0
Ta 0.321 0.402 0.535
Cl 3.370 5.193 2.427
Cl 5.925 0.634 1.041
Cl 3.074 -0.785 0.913
Cl -0.461 2.341 -0.406
Cl 6.017 3.722 1.681
S 1.712 3.223 5.399
S 0.644 3.476 2.630
S 1.387 0.287 5.497
S -0.007 0.035 2.942
P 1.391 -0.036 -1.923
P -2.237 -0.027 0.955
O 2.420 1.721 7.454
N -0.006 -1.610 0.013
C -0.697 -1.173 -3.466
C -4.696 0.505 2.285
C -3.181 0.742 2.330
C 2.647 -4.182 -0.579
C 2.043 1.583 1.317
C 2.874 -2.441 -2.200
C -3.164 -2.574 1.719
C -3.119 0.192 -0.662
C 3.390 0.733 -3.817
C 0.826 1.108 4.067
C -2.897 2.236 2.465
C -3.759 1.563 -0.874
C 1.948 1.745 6.362
C 3.249 0.930 1.197
C 3.322 3.554 1.912
C 1.088 -2.346 -0.573
C -4.123 -0.914 -0.996
C 2.101 2.887 1.810
C -2.154 -1.799 1.154
C -2.357 -4.474 0.535
C 2.943 0.867 -2.357
C 0.972 2.445 4.024
C -3.246 -3.928 1.450
C 4.493 1.535 1.307
C 1.565 -3.527 -0.011
C -1.138 -2.397 0.392
C 0.334 -0.047 -3.440
C 2.859 2.354 -2.006
C 4.521 2.896 1.610
C -1.317 -3.727 0.006
C 3.286 -3.662 -1.694
C 1.793 -1.771 -1.637
C -0.299 1.292 -3.794
H -0.833 1.188 -4.739
H 3.690 0.390 -1.710
H -4.678 1.662 -0.304
H -3.697 -1.912 -0.921
H -1.026 -1.320 -4.495
H -1.583 -0.921 -2.889
H 0.431 2.090 -3.914
H -3.118 2.405 -0.627
H -3.260 2.793 1.602
H -1.021 1.607 -3.041
H -4.460 -0.773 -2.024
H 2.576 2.537 -0.971
H -3.904 -2.114 2.354
H -0.651 -4.199 -0.695
H 3.425 -1.999 -3.015
H 4.382 1.173 -3.919
H -5.173 1.111 1.520
H 2.141 2.871 -2.643
H 1.111 -3.925 0.883
H 1.087 -0.285 -4.202
H 4.125 -4.178 -2.136
H -4.020 -4.531 1.898
H 3.834 2.808 -2.179
H -0.306 -2.121 -3.102
H 3.003 -5.098 -0.129
H -4.988 -0.529 2.119
H -4.029 1.653 -1.927
H -2.767 0.232 3.207
H -5.116 0.814 3.243
H -2.287 0.103 -1.368
H -1.836 2.438 2.580
H 2.729 1.288 -4.483
H -2.462 -5.506 0.233
H -5.002 -0.859 -0.356
H 3.446 -0.288 -4.185
H -3.417 2.615 3.344

Copy entry 5 word for word.
28
Properties=species:S:1:pos:R:3 method="wB97M-V/def2-TZVPD" s2=2.0055 fmax_ev_per_a=0.6 gap_ev="8.062 / 6.773" spin_multiplicity=3 relative_energy_kj_mol=32.3
Pt 1.107 -1.029 -0.877
O 2.743 -1.774 -1.848
O 3.641 -3.406 -3.092
O 0.459 -0.891 1.144
N -1.323 2.472 -0.757
N 0.380 -3.099 -1.838
N -0.224 0.628 -1.080
N 1.443 -3.485 -2.660
C -0.709 1.432 -0.139
C -1.055 2.123 3.521
C -1.136 2.244 2.156
C 2.705 -2.869 -2.538
C -1.221 2.319 -2.120
C -0.622 1.263 1.292
C -0.534 1.169 -2.309
C -0.438 0.992 4.067
C -0.011 0.100 1.837
C 0.068 0.015 3.251
H -1.455 2.895 4.164
H -1.774 3.236 -0.290
H -0.359 0.889 5.142
H -0.235 0.688 -3.224
H 1.482 -4.445 -2.958
H -0.472 -3.028 -2.376
H 0.238 -3.727 -1.055
H -1.615 3.127 1.748
H -1.631 3.028 -2.816
H 0.547 -0.868 3.654